The following is a DFT calculation (ωB97M-V/def2-TZVPD) of a structure of composition C43H65BIN4O3P3SiSm at a distorted geometry.

## Properties
Kohn-Sham gap (spin up / spin down) in eV: 6.953 / 6.949
Energy relative to the best compared isomer or geometry (same formula, charge and spin) in eV: 0.000

```
! wB97M-V def2-TZVPD RIJCOSX def2/J DEFGRID3
* xyz -1 6
Sm 1.345 0.097 1.612
C -3.446 2.447 -0.869
C -2.890 1.498 0.193
C -3.322 1.923 1.597
P -3.120 -0.350 -0.013
C -4.973 -0.573 0.237
C -5.990 0.425 -0.333
C -5.358 -2.013 -0.098
C -2.743 -0.473 -1.805
C -3.740 -0.538 -2.781
C -3.443 -0.436 -4.130
C -2.128 -0.237 -4.514
C -1.132 -0.221 -3.551
C -1.385 -0.386 -2.182
Si 0.159 -0.690 -0.985
C 1.570 0.011 -2.194
C 2.337 -0.836 -3.001
C 3.300 -0.373 -3.889
C 3.531 0.987 -4.007
C 2.848 1.850 -3.165
C 1.908 1.388 -2.243
P 1.298 2.537 -0.934
C 2.708 3.762 -0.730
C 4.041 3.146 -0.316
C 2.288 4.806 0.307
C 0.092 3.664 -1.872
C -0.880 2.814 -2.679
C 0.678 4.747 -2.776
C 0.316 -2.624 -1.433
C 0.229 -3.048 -2.765
C 0.595 -4.319 -3.181
C 1.112 -5.215 -2.259
C 1.148 -4.858 -0.923
C 0.696 -3.608 -0.491
P 0.360 -3.275 1.278
C -1.456 -3.821 1.277
C -1.880 -4.389 2.638
C -1.913 -4.723 0.129
C 1.167 -4.643 2.267
C 2.687 -4.450 2.241
C 0.785 -6.120 2.037
H -2.889 3.389 -0.835
H -4.494 2.685 -0.685
H -3.356 2.045 -1.878
H -1.795 1.548 0.141
H -4.409 1.866 1.701
H -3.024 2.956 1.793
H -2.860 1.289 2.353
H -5.024 -0.479 1.329
H -5.843 0.636 -1.388
H -5.958 1.373 0.202
H -6.998 0.017 -0.211
H -5.333 -2.196 -1.173
H -6.368 -2.231 0.261
H -4.673 -2.709 0.371
H -4.771 -0.670 -2.494
H -4.235 -0.482 -4.867
H -1.875 -0.114 -5.561
H -0.108 -0.076 -3.877
H 2.200 -1.906 -2.939
H 3.860 -1.078 -4.493
H 4.258 1.372 -4.712
H 3.086 2.906 -3.211
H 2.856 4.263 -1.687
H 3.993 2.774 0.706
H 4.822 3.911 -0.369
H 4.327 2.314 -0.957
H 2.208 4.351 1.296
H 1.326 5.267 0.076
H 3.042 5.598 0.360
H -0.479 4.161 -1.078
H -0.362 2.338 -3.513
H -1.687 3.429 -3.086
H -1.324 2.025 -2.074
H 1.298 4.309 -3.560
H 1.263 5.487 -2.232
H -0.146 5.274 -3.265
H -0.121 -2.356 -3.518
H 0.513 -4.588 -4.228
H 1.451 -6.196 -2.570
H 1.530 -5.572 -0.210
H -1.980 -2.871 1.144
H -1.699 -5.463 2.687
H -2.951 -4.230 2.798
H -1.345 -3.919 3.467
H -1.305 -5.624 0.042
H -1.867 -4.203 -0.829
H -2.945 -5.037 0.296
H 0.844 -4.370 3.276
H 3.085 -4.536 1.227
H 3.167 -5.205 2.869
H 2.957 -3.466 2.618
H 1.615 -6.674 1.593
H -0.078 -6.247 1.389
H 0.555 -6.602 2.990
B 1.647 2.540 4.632
N 3.037 2.228 4.008
C 4.218 2.680 4.445
C 5.221 2.113 3.679
C 4.533 1.314 2.767
N 3.218 1.389 2.972
N 0.727 3.134 3.528
C 0.189 4.358 3.527
C -0.594 4.498 2.392
C -0.445 3.280 1.737
N 0.347 2.455 2.428
H 1.802 3.396 5.470
H 1.141 1.540 5.064
H 4.276 3.357 5.281
H 6.283 2.269 3.757
H 4.938 0.696 1.983
H 0.378 5.048 4.331
H -1.157 5.361 2.081
H -0.888 2.966 0.807
O -1.129 -0.434 2.733
H -1.367 -1.325 2.447
H -0.910 -0.504 3.675
I 1.629 -1.425 4.271
O 3.169 0.401 0.191
C 3.403 -0.835 0.188
O 2.738 -1.660 0.853
H 4.243 -1.204 -0.426
*
```

***

The following is a DFT calculation (ωB97M-V/def2-TZVPD) of an isolated molecule of CH3FN2 at a distorted geometry.

## Properties
Kohn-Sham gap in eV: 10.673
Energy relative to the best compared isomer or geometry (same formula, charge and spin) in eV: 4.675
SMILES: FN1CN1

```
! wB97M-V def2-TZVPD RIJCOSX def2/J DEFGRID3
* xyz 0 1
F 2.058 -0.417 0.144
N 0.955 0.175 -0.504
C -0.670 -0.435 0.051
N 0.061 0.758 0.415
H -0.695 -1.287 0.692
H -1.276 -0.446 -0.782
H -0.434 1.653 -0.017
*
```

***

The following is a DFT calculation (ωB97M-V/def2-TZVPD) of a cluster of 8 separate species, C48H116O28P4 in total at a distorted geometry.

## Properties
Kohn-Sham gap in eV: 9.614
Energy relative to the best compared isomer or geometry (same formula, charge and spin) in eV: 8.465
SMILES: CCOP(=O)(OCC)OCC.CCOP(=O)(OCC)OCC.CCOP(=O)(OCC)OCC.CCOP(=O)(OCC)OCC.COCCOCCOC.COCCOCCOC.COCCOCCOC.COCCOCCOC

```
! wB97M-V def2-TZVPD RIJCOSX def2/J DEFGRID3
* xyz 0 1
C -24.660 -2.674 17.582
C -25.396 -3.376 18.739
O -24.632 -3.108 19.900
P -24.916 -1.683 20.673
O -23.718 -1.100 21.253
O -25.654 -0.653 19.594
C -26.078 0.604 20.181
C -25.222 1.542 19.510
O -26.103 -2.168 21.787
C -27.467 -2.346 21.395
C -27.916 -3.194 22.543
H -23.675 -3.133 17.668
H -25.189 -3.050 16.706
H -24.631 -1.589 17.489
H -26.476 -3.239 18.809
H -25.327 -4.458 18.636
H -27.148 0.676 19.985
H -25.875 0.615 21.252
H -25.164 2.516 19.996
H -24.184 1.207 19.515
H -25.431 1.712 18.454
H -27.914 -1.360 21.523
H -27.807 -2.869 20.501
H -27.768 -2.603 23.446
H -28.977 -3.436 22.476
H -27.294 -4.066 22.746
C -18.263 -3.023 12.840
C -19.860 -3.074 13.070
O -20.252 -4.375 12.661
P -20.814 -5.614 13.619
O -21.739 -6.645 13.104
O -19.351 -6.374 14.099
C -18.850 -7.448 13.329
C -17.825 -6.928 12.278
O -21.382 -4.881 15.027
C -22.168 -5.557 15.986
C -21.146 -6.516 16.706
H -17.915 -2.044 12.511
H -17.623 -3.145 13.713
H -18.029 -3.791 12.103
H -20.054 -2.796 14.106
H -20.254 -2.338 12.369
H -18.290 -8.008 14.078
H -19.727 -7.987 12.971
H -17.280 -7.672 11.698
H -18.399 -6.280 11.615
H -17.066 -6.446 12.895
H -22.437 -4.805 16.729
H -23.087 -6.092 15.749
H -20.695 -7.212 15.998
H -20.327 -5.950 17.150
H -21.489 -7.192 17.488
C -22.573 -5.372 4.992
C -22.399 -5.188 6.515
O -22.042 -6.380 7.171
P -23.203 -7.409 7.562
O -24.365 -6.785 8.249
O -22.423 -8.578 8.467
C -21.545 -8.319 9.634
C -20.340 -9.262 9.520
O -23.490 -8.215 6.135
C -22.560 -9.104 5.481
C -22.928 -10.351 6.073
H -22.160 -6.272 4.536
H -23.618 -5.287 4.693
H -22.123 -4.569 4.409
H -21.603 -4.444 6.548
H -23.284 -4.773 6.996
H -21.176 -7.305 9.485
H -22.150 -8.330 10.540
H -19.531 -8.924 10.167
H -20.643 -10.275 9.787
H -19.835 -9.285 8.554
H -22.645 -8.911 4.411
H -21.574 -8.903 5.900
H -23.982 -10.536 5.864
H -22.341 -11.198 5.716
H -22.848 -10.416 7.158
C -11.004 3.772 14.507
C -11.298 2.299 14.044
O -11.674 1.484 15.125
P -13.142 0.933 15.207
O -13.607 0.554 16.506
O -13.967 2.227 14.651
C -15.303 2.349 14.713
C -15.760 3.086 15.962
O -13.287 -0.154 14.048
C -14.307 -1.149 14.124
C -15.089 -1.092 12.811
H -11.796 4.227 15.102
H -10.059 3.617 15.026
H -10.737 4.543 13.784
H -12.132 2.320 13.343
H -10.486 1.898 13.438
H -15.679 2.982 13.909
H -15.869 1.438 14.519
H -15.771 2.388 16.799
H -15.181 4.003 16.073
H -16.752 3.435 15.675
H -13.823 -2.125 14.123
H -14.842 -1.232 15.070
H -14.863 -0.196 12.233
H -14.895 -1.953 12.171
H -16.159 -1.045 13.014
C -16.621 2.504 9.944
O -17.235 2.507 11.268
C -18.685 2.162 11.170
C -19.118 1.928 12.686
O -20.536 1.598 12.999
C -20.789 1.483 14.384
C -20.886 0.070 14.919
O -21.894 -0.639 14.183
C -23.192 -0.525 14.799
H -17.254 3.186 9.376
H -16.603 1.489 9.549
H -15.604 2.876 10.075
H -19.008 1.498 10.368
H -19.296 3.016 10.879
H -18.903 2.912 13.103
H -18.429 1.205 13.122
H -21.689 2.059 14.600
H -20.065 2.095 14.922
H -21.077 0.007 15.990
H -20.034 -0.597 14.781
H -23.582 0.482 14.653
H -23.167 -0.768 15.862
H -23.703 -1.307 14.237
C -18.295 1.592 17.740
O -18.339 0.788 16.595
C -17.244 -0.166 16.427
C -17.115 -1.424 17.379
O -18.051 -2.353 16.823
C -18.007 -3.738 17.104
C -18.730 -4.077 18.436
O -20.100 -3.955 18.625
C -20.630 -2.666 18.420
H -17.402 2.192 17.910
H -18.407 0.970 18.628
H -19.143 2.277 17.769
H -16.246 0.267 16.357
H -17.273 -0.575 15.417
H -17.413 -1.234 18.410
H -16.060 -1.689 17.321
H -17.012 -4.142 16.920
H -18.668 -4.248 16.404
H -18.248 -3.492 19.219
H -18.435 -5.122 18.532
H -20.102 -1.884 18.965
H -21.624 -2.641 18.868
H -20.773 -2.441 17.364
C -24.324 -7.276 19.104
O -23.696 -8.128 18.135
C -24.276 -9.472 18.211
C -25.110 -9.416 16.916
O -26.117 -8.475 17.045
C -26.962 -8.370 15.918
C -28.405 -9.017 16.270
O -29.252 -9.398 15.193
C -28.940 -10.701 14.623
H -23.940 -6.301 18.807
H -23.970 -7.446 20.121
H -25.411 -7.277 19.029
H -24.825 -9.679 19.130
H -23.488 -10.213 18.079
H -25.524 -10.400 16.693
H -24.552 -8.947 16.106
H -26.626 -8.852 15.000
H -27.076 -7.302 15.733
H -29.043 -8.376 16.877
H -28.269 -9.906 16.887
H -29.222 -11.419 15.392
H -27.859 -10.808 14.532
H -29.424 -10.977 13.686
C -16.606 -12.146 12.020
O -16.275 -11.632 10.709
C -15.187 -10.735 10.673
C -15.005 -10.442 9.211
O -13.850 -9.596 9.120
C -14.166 -8.418 8.364
C -13.028 -7.331 8.450
O -12.917 -6.865 9.784
C -12.432 -7.759 10.792
H -17.565 -12.634 11.843
H -16.887 -11.342 12.699
H -15.902 -12.884 12.405
H -14.294 -11.197 11.095
H -15.357 -9.823 11.245
H -15.907 -10.120 8.691
H -14.585 -11.411 8.940
H -15.063 -7.879 8.670
H -14.386 -8.678 7.328
H -13.185 -6.645 7.617
H -12.205 -7.972 8.135
H -11.984 -8.635 10.323
H -13.200 -8.134 11.468
H -11.674 -7.317 11.439
*
```

***

The following is a DFT calculation (ωB97M-V/def2-TZVPD) of a cluster of 2 separate species, C37H48N2O3 in total at a distorted geometry.

## Properties
Kohn-Sham gap in eV: 4.821
Energy relative to the best compared isomer or geometry (same formula, charge and spin) in eV: 0.092

```
! wB97M-V def2-TZVPD RIJCOSX def2/J DEFGRID3
* xyz 0 1
C 3.040 -1.156 3.348
C 2.359 -0.135 2.457
O 1.284 0.540 3.115
C 0.283 1.202 2.389
C -1.017 0.551 2.570
C -2.228 1.393 2.618
O -3.047 1.264 3.548
C -2.568 2.420 1.563
C -3.662 1.996 0.576
C -5.013 1.591 1.217
C -5.379 0.102 1.068
C -5.554 -0.702 2.373
C -5.014 -2.141 2.286
C -3.480 -2.225 2.337
C -2.844 -2.228 3.725
C -1.346 -1.869 3.664
C -1.012 -0.398 3.787
O 0.526 2.209 1.729
H 3.782 -1.668 2.724
H 3.581 -0.697 4.182
H 2.342 -1.914 3.716
H 3.077 0.637 2.159
H 1.968 -0.664 1.575
H -2.928 3.326 2.083
H -1.630 2.676 1.075
H -3.863 2.853 -0.087
H -3.283 1.188 -0.061
H -5.038 1.893 2.268
H -5.797 2.178 0.713
H -6.327 0.049 0.511
H -4.642 -0.397 0.428
H -5.053 -0.176 3.199
H -6.624 -0.743 2.617
H -5.447 -2.741 3.096
H -5.324 -2.607 1.341
H -3.165 -3.161 1.853
H -3.045 -1.417 1.730
H -3.374 -1.569 4.427
H -2.930 -3.252 4.119
H -0.882 -2.357 4.538
H -0.891 -2.303 2.759
H -0.018 -0.324 4.239
H -1.725 0.014 4.525
C -2.586 4.344 -3.043
N -1.556 3.376 -2.669
C -1.302 2.964 -1.413
C -0.377 1.875 -1.428
C -0.103 0.882 -0.466
C 1.094 0.053 -0.721
C 1.026 -1.221 -1.329
C 2.156 -1.905 -1.770
C 3.452 -1.415 -1.451
N 4.567 -2.186 -1.673
C 4.436 -3.573 -2.071
C 3.318 -3.733 -3.080
C 2.007 -3.190 -2.521
C 5.818 -1.896 -1.007
C 6.091 -0.402 -0.968
C 4.903 0.389 -0.408
C 3.566 -0.142 -0.827
C 2.405 0.578 -0.526
C 0.163 1.897 -2.816
C 1.291 1.400 -3.461
C 1.540 1.746 -4.794
C 0.699 2.627 -5.497
C -0.462 3.129 -4.882
C -0.666 2.773 -3.557
H -2.882 4.154 -4.080
H -3.459 4.196 -2.390
H -2.237 5.383 -2.948
H -1.744 3.510 -0.589
H -0.910 0.498 0.187
H 0.032 -1.620 -1.544
H 5.391 -3.879 -2.511
H 4.243 -4.216 -1.193
H 3.565 -3.200 -4.004
H 3.209 -4.790 -3.332
H 1.560 -3.924 -1.839
H 1.291 -3.061 -3.341
H 5.828 -2.303 0.022
H 6.613 -2.397 -1.572
H 6.987 -0.213 -0.359
H 6.305 -0.033 -1.977
H 4.957 0.390 0.697
H 4.992 1.443 -0.715
H 2.499 1.594 -0.132
H 1.967 0.751 -2.919
H 2.424 1.355 -5.286
H 0.963 2.959 -6.495
H -1.167 3.791 -5.402
*
```